Below is a 11-piece molecular cluster, C5H34N2O11 overall, with properties calculated with ωB97M-V with the def2-TZVPD basis set.

For the LUMO energy (spin up / spin down), the calculation gives 2.503 / 2.479 eV. The HOMO energy (spin up / spin down) comes out at 0.03 / -6.62 eV. For the gap between HOMO and LUMO (spin up / spin down), the calculation gives 2.471 / 9.097 eV. The charge is -1. As for the expectation value of S²: 0.751. Its spin multiplicity is 2.

Element x y z (Å)
C -0.2592 -2.3614 0.0261
N -0.5999 -0.9500 0.0450
C -0.8549 -0.2527 -1.2087
C -2.0225 -0.7080 -2.1475
O -1.5184 -1.6437 -3.1360
C -0.8016 1.2557 -0.9139
N 0.5509 1.6178 -0.5045
C -1.4352 -3.3576 0.0599
H 0.4682 -2.4781 0.8321
H 0.1942 -2.6963 -0.9388
H -1.4050 -0.8438 0.6701
H 0.0142 -0.4014 -1.8889
H -2.3893 0.0530 -2.8179
H -2.6989 -1.1812 -1.4298
H -1.4921 -2.5041 -2.7136
H -1.5312 1.6028 -0.1435
H -1.4098 1.8669 -1.6132
H 0.5190 2.5247 -0.0400
H 0.8720 0.9102 0.1465
H -2.0970 -3.2489 -0.8168
H -2.0684 -3.1738 0.9361
H -1.1569 -4.3942 0.2550
H -3.3262 1.2745 2.2984
H -4.5795 0.2607 2.4536
O -4.0214 0.9147 2.9040
H 2.8869 -0.8544 -3.0409
H 2.4480 -0.8624 -1.6150
O 2.9397 -1.3992 -2.2380
H -3.4361 3.2448 1.8872
H -2.3011 3.5347 2.6980
O -2.5322 2.8750 2.0026
H 2.2757 4.2445 0.3346
H 1.9373 2.9932 1.0898
O 1.7587 3.9356 1.1075
H 4.1012 1.4119 0.2735
H 3.1684 0.8800 -0.8589
O 3.6781 1.6433 -0.5551
H 1.1024 0.8664 -2.9351
H 2.2298 1.4800 -2.3881
O 1.9757 1.1310 -3.2615
H -2.7020 -0.6134 3.0098
H -2.3570 -2.0406 3.0434
O -2.3455 -1.3056 2.4142
H 2.4031 -0.4452 1.3511
H 1.3972 0.7149 1.9250
O 2.2604 0.2734 1.9837
H -0.9117 1.6168 3.1811
H -1.1101 0.7601 1.8707
O -0.4923 1.2967 2.3713
H 2.1860 -3.9125 -0.6479
H 3.5244 -3.3187 -1.1636
O 3.1225 -3.8318 -0.4501



Below is a 12-piece molecular cluster, C5H34NO11S overall, with properties calculated with ωB97M-V with the def2-TZVPD basis set.

For the LUMO energy, the calculation gives 2.436 eV. The HOMO energy comes out at -6.10 eV. For the gap between HOMO and LUMO, the calculation gives 8.534 eV. The charge is -1.

Element x y z (Å)
C -2.0002 1.0472 -0.7314
C -3.1016 1.7050 -1.6347
S -2.3366 2.5249 -3.0630
C -2.8204 0.0719 0.0509
N -2.0688 -0.7437 0.9690
C -2.4314 -0.4763 2.3726
C -1.3205 0.2221 3.2287
H -1.6980 1.7985 -0.0513
H -1.1475 0.7484 -1.3648
H -3.7017 2.4440 -1.1123
H -3.8703 0.9541 -2.0800
H -3.3560 -0.6476 -0.5606
H -3.5549 0.6861 0.5858
H -1.0490 -0.6909 0.6255
H -3.3425 -0.0075 2.5122
H -2.7321 -1.3283 2.9488
H -1.5781 0.5394 4.2621
H -0.5635 -0.5144 3.4021
H -0.9871 1.1318 2.5511
H -3.2985 -2.5133 0.6625
H -2.8304 -2.7213 -0.8703
O -3.3700 -3.1662 -0.2153
H 2.1182 -3.1485 0.5610
H 2.6611 -3.9887 -0.4187
O 2.7891 -4.0128 0.4699
H 0.5537 3.2929 0.1747
H -0.9221 3.7391 0.4484
O -0.0202 3.6495 0.8988
H 1.3937 1.0800 -0.6808
H 2.3403 0.2280 0.3860
O 1.5732 -0.0534 0.0181
H 0.9885 -1.2420 0.8166
H 0.1774 -2.6203 0.4184
O 0.4941 -2.1593 1.1580
H 1.7817 2.9474 3.7542
H 1.5915 3.8726 2.5615
O 1.9666 3.8458 3.3887
H 3.3239 0.1641 -2.6250
H 2.6383 -0.0666 -1.2357
O 3.5686 0.1584 -1.6773
H -1.2761 1.6806 -3.2634
H 2.1281 2.5165 -1.4089
O 1.3512 2.2325 -1.0222
H -0.6182 -1.4215 -1.9032
H 0.4482 -0.5703 -1.2114
O -0.1079 -0.4921 -2.0283
H 3.0992 -1.8217 -2.4809
H 2.3780 -2.1768 -3.7997
O 2.2084 -2.0469 -2.8493
H 4.7265 -0.8830 -0.7347
H 4.5769 -2.1748 0.1071
O 5.2272 -1.5927 -0.3093



Below is a 12-piece molecular cluster, C5H34NO13 overall, with properties calculated with ωB97M-V with the def2-TZVPD basis set.

For the LUMO energy, the calculation gives 2.722 eV. The HOMO energy comes out at -3.71 eV. For the gap between HOMO and LUMO, the calculation gives 6.434 eV. The charge is -1.

Element x y z (Å)
C -0.4800 -2.0541 -1.9184
O -0.2104 -2.3952 -0.6054
C 0.4955 -0.9743 -2.3223
C 0.5640 0.3544 -1.5060
C -0.2070 0.4680 -0.0458
C 0.0643 1.8229 0.3900
N -0.7929 2.3667 1.4262
H -0.1873 -3.0226 -2.3977
H -1.5285 -1.8233 -1.9963
H 1.5074 -1.4059 -2.4863
H 0.1604 -0.6918 -3.4006
H -0.1105 1.0626 -2.0844
H 1.5953 0.6284 -1.2120
H -1.2964 0.2125 -0.3758
H 0.9777 2.3474 0.6278
H -1.6925 2.9852 1.1014
H -0.9848 1.4668 1.9463
H 2.7344 -0.1637 0.4145
H 4.0892 0.3854 0.8534
O 3.5761 0.2195 0.0219
H -0.9679 -2.3347 2.2112
H 0.0645 -1.6215 0.1807
O -0.0224 -0.4948 0.9336
H 1.2702 1.2661 2.0000
H 2.1126 0.9319 3.0875
O 1.5771 1.6373 2.8845
H 2.6389 -2.9209 -1.3460
H 1.3778 -3.0435 -0.3995
O 2.0552 -3.6028 -0.8912
H -2.9016 -0.1774 -1.1878
H -3.2490 -0.7327 -2.5020
O -3.2590 0.1428 -2.0758
H -0.6260 -3.2718 1.2072
H -0.2869 2.9678 2.1404
O -1.2466 -3.1953 1.9565
H -0.2121 2.9841 -1.7726
H 1.1036 3.5869 -1.9657
O 0.1796 3.7266 -2.2953
H 3.3615 2.1033 -1.2711
H 2.8821 2.7717 0.1690
O 2.8954 3.0424 -0.8205
H -2.8692 -1.7352 1.0774
H -2.3581 -2.7226 0.2431
O -3.0499 -2.0844 0.1998
H -2.9614 -0.2232 2.1361
H -1.3511 -0.3018 2.0396
O -2.1282 0.0276 2.5865
H 1.3815 -1.0150 1.2849
H 1.9320 -2.2114 2.2300
O 2.2814 -1.4926 1.6714
H -1.6477 2.8523 -0.6524
H -2.6291 2.0850 -1.4771
O -2.4484 2.5332 -0.5648



Below is a 12-piece molecular cluster, C5H34O11 overall, with properties calculated with ωB97M-V with the def2-TZVPD basis set.

For the LUMO energy, the calculation gives 0.000 eV. The HOMO energy comes out at -10.44 eV. For the gap between HOMO and LUMO, the calculation gives 10.445 eV. The charge is 0. As for the SMILES: CCCCC.O.O.O.O.O.O.O.O.O.O.O.

Element x y z (Å)
C 1.2619 -0.3078 1.5238
C 0.2930 -1.2724 2.2474
C -1.1511 -1.4000 1.7837
C -1.9920 -0.9999 2.9849
C 1.5875 -0.7203 0.0559
H 0.8805 0.7358 1.7149
H 2.3019 -0.3232 1.8860
H 0.4383 -0.8583 3.2813
H 0.7524 -2.2603 2.1521
H -1.3896 -2.3793 1.3566
H -1.3155 -0.7404 0.9323
H -3.0466 -1.2304 2.8844
H -1.5901 -1.5039 3.8406
H -2.0582 0.0975 3.1082
H 0.6352 -1.0644 -0.4022
H 1.9124 0.0321 -0.6606
H 2.2386 -1.5725 0.1260
H -2.0702 -3.5004 -0.6787
H -1.5368 -2.7471 -1.8204
O -1.2233 -3.3238 -1.1157
H -0.7411 1.1532 -3.3025
H -1.0827 0.1763 -4.5401
O -0.4653 0.3648 -3.8241
H 2.0476 0.8682 -2.8603
H 2.2057 2.2196 -3.4312
O 2.3023 1.7604 -2.5836
H -3.7935 -1.7120 0.5335
H -3.4077 -1.0630 -0.7790
O -3.4162 -1.9382 -0.3230
H -0.9708 4.8152 -1.2153
H 0.4066 4.6680 -1.7496
O -0.4961 4.9379 -2.0427
H -0.4503 2.4594 -1.4478
H -1.5988 3.0034 -2.4123
O -1.1901 2.2080 -2.0597
H 3.9546 -0.2557 2.1639
H 3.6835 -1.8583 2.2993
O 4.1780 -1.0857 2.5691
H 1.4749 2.6406 -1.3960
H 1.3220 2.8435 0.0739
O 0.9295 3.1800 -0.7601
H 1.5806 -4.6149 -0.5724
H 0.2523 -4.4820 0.3731
O 1.1696 -4.7404 0.2962
H -2.5242 0.0826 -2.4179
H -2.3705 1.1199 -1.3575
O -2.8983 0.3152 -1.5619
H 1.2693 3.2661 2.8124
H 2.2391 2.2462 2.2987
O 1.4614 2.7606 2.0164



Below is a 13-piece molecular cluster, C5H34O13 overall, with properties calculated with ωB97M-V with the def2-TZVPD basis set.

For the LUMO energy, the calculation gives 0.397 eV. The HOMO energy comes out at -10.75 eV. For the gap between HOMO and LUMO, the calculation gives 11.152 eV. The charge is 0.

Element x y z (Å)
O 2.3919 2.0410 0.3522
C 2.9330 1.0761 -0.1906
C 2.6117 0.6100 -1.5518
C 2.3740 -0.9193 -1.5375
C 0.9425 -1.2871 -1.1022
C 0.0167 -1.3671 -2.3206
H 3.7570 0.5626 0.3778
H 3.4065 0.8849 -2.2800
H 1.6478 1.0968 -1.9414
H 3.0659 -1.3623 -0.8671
H 2.6199 -1.3362 -2.4954
H 0.5452 -0.6015 -0.3954
H 0.9690 -2.2519 -0.5289
H 0.1960 -2.2450 -2.9034
H 0.1238 -0.4711 -2.8848
H -1.0387 -1.4581 -1.9704
H -1.0135 1.1779 -2.2302
H -1.1720 2.4452 -3.1493
O -0.5251 1.8453 -2.7998
H 1.1336 2.9535 -0.3308
H 0.0908 2.8234 -1.5323
O 0.2395 3.2838 -0.6505
H -1.6857 -1.4342 2.0959
H -0.5372 -0.6611 2.7460
O -1.0071 -1.4848 2.7819
H -3.1537 1.0517 3.1119
H -2.4071 1.3187 1.8358
O -3.2350 0.9989 2.1473
H -1.5396 3.3150 -0.8419
H -3.0410 3.7810 -0.7308
O -2.4069 3.1456 -1.1267
H -1.5082 0.8280 -0.2338
H -2.6666 1.2734 -1.1297
O -2.0110 0.4986 -1.0127
H 0.3274 -3.5001 1.0299
H 0.1796 -2.6487 2.3078
O 0.8223 -3.1776 1.8168
H -0.4768 2.3527 0.6411
H -0.0356 1.2248 1.6510
O -0.8210 1.5881 1.1259
H -1.4685 -2.7709 -0.0101
H -1.8058 -4.1962 0.3564
O -1.0786 -3.6511 -0.0178
H -2.5896 -0.7056 0.0273
H -3.2897 -0.6237 1.3657
O -2.8129 -1.3067 0.8120
H 1.9693 -2.0333 1.5102
H 3.2778 -1.5951 2.3092
O 2.7051 -1.3357 1.5855
H 1.7795 -0.0258 2.1453
H 1.8635 1.5080 2.1541
O 1.3374 0.7654 2.4790



Below is a 11-piece molecular cluster, C5H35N2O10 overall, with properties calculated with ωB97M-V with the def2-TZVPD basis set.

For the LUMO energy, the calculation gives -2.490 eV. The HOMO energy comes out at -11.78 eV. For the gap between HOMO and LUMO, the calculation gives 9.289 eV. The charge is +1.

Element x y z (Å)
C 2.2015 0.0044 -1.4207
N 1.6243 0.5563 -2.6271
C 0.7710 -0.4016 -3.3515
C -0.7188 -0.4110 -2.9389
C 1.2806 -0.1897 -0.1343
N 0.6476 1.0595 0.4478
C 1.6049 1.7824 1.2523
H 2.6454 -0.9734 -1.7306
H 3.1575 0.5946 -1.2157
H 1.0966 1.4000 -2.4583
H 0.7072 -0.0883 -4.4164
H 1.2521 -1.3793 -3.3898
H -1.3855 -0.0781 -3.6953
H -0.9178 0.0819 -1.9784
H -0.9596 -1.4924 -2.9649
H 1.9179 -0.7143 0.6069
H 0.4294 -0.7877 -0.4313
H -0.2947 0.7047 0.8615
H 0.3709 1.5793 -0.3933
H 2.5573 2.0878 0.7439
H 2.0142 1.1561 2.0633
H 1.2129 2.7499 1.6063
H 0.0590 -0.0827 4.0627
H 1.0360 -0.8862 3.1770
O 0.2286 -0.3228 3.1440
H 2.0040 -5.2009 1.9668
H 0.8994 -4.1795 1.8166
O 1.8550 -4.2552 1.9411
H -2.4067 3.9285 0.2944
H -2.4419 2.7623 -0.8230
O -2.6153 3.0133 0.0918
H -2.3112 0.1052 1.8452
H -2.3276 1.3764 0.6971
O -1.9647 0.4885 0.9021
H 1.2502 4.5774 -3.3290
H 2.0097 4.4682 -1.9804
O 1.1550 4.6848 -2.3739
H -1.4126 2.8968 -3.1533
H -0.6265 3.4477 -1.9360
O -1.2214 2.7291 -2.2255
H -3.7231 -1.7440 -0.7840
H -2.4969 -0.9835 -0.0686
O -2.8611 -1.8271 -0.3524
H -1.9372 -4.3740 0.9066
H -1.5442 -2.8719 0.6550
O -1.4995 -3.6080 1.2715
H 1.8794 -3.1992 3.3530
H 2.6735 -2.2009 4.3008
O 1.8889 -2.3145 3.7657
H -1.5205 -1.1678 3.0235
H -2.8052 -1.6458 2.4594
O -2.4378 -0.8549 2.9159



Below is a 13-piece molecular cluster, C5H35NO12 overall, with properties calculated with ωB97M-V with the def2-TZVPD basis set.

For the LUMO energy, the calculation gives 0.177 eV. The HOMO energy comes out at -8.93 eV. For the gap between HOMO and LUMO, the calculation gives 9.108 eV. The charge is 0.

Element x y z (Å)
C 0.8314 -1.9830 0.9340
N 0.4223 -0.8956 0.0838
C 1.3469 -0.7474 -1.0349
C 0.3340 2.0174 -3.5997
C 0.4105 0.8124 -2.7734
C 1.0836 0.5851 -1.6430
H 0.9706 -1.6498 1.9660
H 1.6435 -2.6538 0.4642
H 0.0083 -2.4965 1.2051
H -0.5219 -0.8328 -0.3462
H 2.3927 -0.5183 -0.5425
H 1.2877 -1.6386 -1.7469
H -0.0152 1.9289 -4.6075
H 1.3147 2.2237 -3.9206
H -0.0308 2.9560 -3.1091
H 0.1594 -0.0145 -3.3959
H 1.3285 1.3881 -1.0262
H -1.7434 0.6117 2.7499
H -2.5926 -0.2296 3.8040
O -1.8758 -0.2449 3.1372
H -0.8489 1.9707 -1.2391
H -2.0190 2.2640 -1.9818
O -1.7907 2.1287 -1.0050
H -1.1043 -4.6883 0.0099
H -1.1958 -3.9691 -1.4570
O -1.1000 -3.8632 -0.4902
H 0.0765 2.9426 1.0045
H 0.0690 1.6637 1.6729
O -0.3900 2.4677 1.7851
H 2.5365 3.0936 -0.8548
H 2.5219 3.8385 0.4627
O 1.9902 3.6164 -0.2946
H 2.8177 -1.4258 1.1439
H 3.9252 -1.1647 2.3445
O 3.5484 -0.8706 1.4619
H 1.7313 -0.9404 3.7322
H 0.6881 -2.0759 3.4773
O 1.3701 -1.7492 4.0742
H -2.2707 2.7723 2.0638
H -2.8470 3.5837 0.8726
O -3.1200 3.1919 1.7082
H -2.9088 -0.0278 -1.4962
H -3.2224 -1.3426 -0.9475
O -2.8963 -0.8932 -1.7476
H -3.0435 -1.2377 2.0910
H -3.0396 -2.3591 1.0119
O -3.2418 -1.4818 1.1539
H 3.9357 1.5536 1.9642
H 3.2903 0.6681 0.9634
O 3.4132 1.6568 1.1327
H -1.5625 -2.9383 -3.6232
H -1.2434 -2.1106 -2.5443
O -0.8239 -2.8924 -3.0480



Below is a 12-piece molecular cluster, C5H35NO13 overall, with properties calculated with ωB97M-V with the def2-TZVPD basis set.

For the LUMO energy, the calculation gives 0.016 eV. The HOMO energy comes out at -9.31 eV. For the gap between HOMO and LUMO, the calculation gives 9.326 eV. The charge is 0. As for the SMILES: CN[C@H](CO)CCO.O.O.O.O.O.O.O.O.O.O.O.

Element x y z (Å)
C 1.2816 -3.4762 -0.7871
N 1.4371 -2.2727 0.0699
C 1.4389 -2.7023 1.4993
C 2.0955 -1.5875 2.3588
C 2.7946 -0.4316 1.6001
O 1.8667 0.6418 1.5324
C -0.0314 -3.0345 1.9215
O -0.3490 -2.7977 3.2907
H 0.8581 -3.2439 -1.7612
H 2.2959 -3.7338 -1.1146
H 0.8159 -4.3410 -0.3196
H 0.5519 -1.8013 -0.0991
H 2.0326 -3.6097 1.5045
H 1.3414 -1.1340 3.0016
H 2.7636 -1.9622 3.1401
H 3.7094 -0.1509 2.1151
H 2.9120 -0.7805 0.5823
H 1.8113 1.2849 2.2369
H -0.7574 -2.3579 1.4522
H -0.2161 -4.0618 1.6842
H 0.2673 -2.1955 3.7089
H -3.1800 2.5989 -2.4065
H -3.4347 2.0308 -3.7355
O -3.2092 2.8652 -3.3173
H -0.4323 2.1743 -1.1914
H -1.7207 1.2196 -1.2463
O -0.8457 1.3512 -0.8879
H -0.4815 4.4611 0.9265
H -1.6826 3.5761 1.0607
O -1.1487 4.0187 0.3926
H 2.1851 1.4060 -0.5711
H 2.7053 2.6733 -1.3008
O 2.7704 1.7151 -1.2748
H -4.5061 0.0865 1.1264
H -3.1760 0.7125 1.7642
O -3.5563 0.1689 1.0657
H -3.1982 3.0932 2.8105
H -2.0931 2.9488 3.8180
O -2.6804 3.6076 3.4355
H -0.2115 2.3808 -3.0669
H 1.5178 2.2730 -2.9531
O 0.6511 2.6243 -2.7528
H 0.9385 -1.0779 -2.6812
H 0.0392 -0.1156 -1.9825
O 0.0122 -0.9437 -2.4891
H -3.3952 -0.2405 -1.7826
H -3.6495 -0.3446 -3.3263
O -3.2837 0.2016 -2.6314
H -1.3600 1.6395 0.7750
H -1.1475 0.3601 1.4567
O -1.1707 1.3006 1.6708
H 3.8556 -2.1240 -3.0645
H 2.9107 -1.3039 -2.1744
O 3.0580 -1.5894 -3.0831



Below is a 13-piece molecular cluster, C5H36N2O12 overall, with properties calculated with ωB97M-V with the def2-TZVPD basis set.

For the LUMO energy, the calculation gives 0.010 eV. The HOMO energy comes out at -8.84 eV. For the gap between HOMO and LUMO, the calculation gives 8.850 eV. The charge is 0.

Element x y z (Å)
C 2.9332 0.5917 1.8235
C 3.4619 0.3450 0.3904
C 2.5932 -0.6573 -0.3940
C 1.1103 -0.3026 -0.3904
N 0.8172 1.0289 -1.0056
C 1.5543 1.3551 -2.1490
N 1.7463 2.4745 -2.6861
H 2.0142 1.1813 1.7055
H 2.6061 -0.3657 2.2115
H 3.6479 1.1258 2.4478
H 4.4815 -0.0005 0.5606
H 3.5276 1.2241 -0.2556
H 2.7477 -1.7091 -0.1875
H 2.9530 -0.4646 -1.4039
H 0.5511 -1.0574 -0.9392
H 0.7647 -0.2124 0.6395
H 0.7336 1.7345 -0.2864
H 1.7194 0.4448 -2.7040
H 1.6938 3.3301 -2.1276
H -3.5982 0.5970 1.7922
H -3.3126 1.4788 0.6386
O -3.3570 1.5405 1.5909
H 1.4221 0.0914 -5.5214
H 1.1395 1.4288 -4.6654
O 0.9976 0.4884 -4.7614
H -0.4674 -2.8030 -1.4600
H -0.9969 -4.2216 -1.6741
O -0.7428 -3.6148 -0.9658
H -0.9803 -1.0472 3.4994
H -0.5444 -1.0344 2.0208
O -0.9855 -1.5550 2.6851
H -2.1615 -1.2241 -2.6992
H -1.4647 -1.2683 -4.0427
O -1.5841 -1.7727 -3.2591
H 2.3636 4.2751 0.3122
H 0.8115 4.0176 0.4033
O 1.5761 4.0114 -0.2216
H 0.5487 -3.6561 0.5527
H 0.0626 -2.7775 1.6476
O 0.8926 -2.9344 1.1200
H -2.9271 -0.5554 -0.5196
H -2.0599 0.4497 -1.5027
O -2.8178 -0.1752 -1.4246
H -3.0566 -4.4404 0.7651
H -2.5976 -3.3847 -0.3030
O -3.2596 -3.5568 0.3814
H -0.6468 1.8318 3.2380
H -2.1921 1.4075 2.9334
O -1.4306 1.2782 3.5113
H -2.3264 -1.2165 1.6402
H -3.5358 -2.0319 1.3153
O -3.1736 -1.1333 1.1317
H -1.0458 3.6401 1.7537
H -0.0761 3.9582 2.8912
O -0.1300 3.8427 1.9468



ΔE to the lowest compared entry with this formula, charge and spin / kJ/mol: 91.98; 336.44; 735.54; 173.10; 19.78; 282.71; 545.61; 384.89; 164.34
Maximum force / eV/Å: 2.588; 5.805; 8.832; 2.755; 3.545; 2.731; 4.257; 2.669; 2.048